[1]
ORCA calculation (ωB97M-V with the def2-TZVPD basis set) on a cluster of 5 separate species, C19H39BF3O14S in total.

Atoms and positions in Å:
C: 4.76 5.53 -1.58
C: 4.02 4.27 -1.24
O: 3.29 3.80 -2.41
B: 2.15 3.16 -2.49
O: 1.66 2.24 -3.32
S: 0.78 3.79 -1.20
C: 0.12 5.29 -2.14
F: -0.01 5.03 -3.42
F: -1.04 5.58 -1.61
F: 0.99 6.25 -1.94
H: 5.35 5.85 -0.73
H: 5.42 5.36 -2.43
H: 4.07 6.34 -1.86
H: 3.31 4.42 -0.42
H: 4.68 3.45 -0.97
H: 2.23 1.48 -3.51
H: -0.24 2.96 -1.50
C: 1.10 -4.92 -2.68
C: 0.12 -3.80 -2.43
O: 0.69 -2.50 -2.76
C: 0.71 -2.20 -4.05
O: 0.25 -2.83 -4.95
O: 1.35 -1.02 -4.18
C: 1.48 -0.60 -5.55
H: 2.02 -4.75 -2.13
H: 0.66 -5.86 -2.34
H: 1.33 -5.01 -3.74
H: -0.14 -3.72 -1.38
H: -0.80 -3.93 -3.01
H: 0.52 -0.59 -6.05
H: 2.17 -1.24 -6.09
H: 1.88 0.41 -5.50
C: -1.99 8.35 0.20
C: -3.19 7.78 0.93
O: -2.78 6.99 2.06
C: -2.44 7.68 3.15
O: -2.49 8.88 3.27
O: -2.12 6.82 4.11
C: -1.78 7.42 5.37
H: -1.30 7.55 -0.07
H: -2.31 8.86 -0.71
H: -1.45 9.07 0.83
H: -3.74 7.09 0.30
H: -3.86 8.57 1.26
H: -2.58 8.08 5.70
H: -0.86 7.99 5.28
H: -1.66 6.59 6.06
C: -3.78 -4.08 3.63
C: -4.36 -4.85 2.47
O: -4.80 -3.98 1.40
C: -3.85 -3.50 0.62
O: -2.67 -3.74 0.70
O: -4.41 -2.70 -0.29
C: -3.48 -2.09 -1.19
H: -4.50 -3.35 4.00
H: -3.54 -4.77 4.44
H: -2.86 -3.57 3.33
H: -5.26 -5.39 2.75
H: -3.65 -5.57 2.06
H: -2.84 -2.84 -1.65
H: -2.86 -1.37 -0.65
H: -4.08 -1.59 -1.94
C: 4.48 -7.48 2.73
C: 4.24 -6.09 2.19
O: 3.08 -6.04 1.33
C: 1.90 -6.02 1.96
O: 1.73 -5.99 3.15
O: 0.94 -6.04 1.04
C: -0.39 -6.07 1.57
H: 4.57 -8.19 1.90
H: 5.41 -7.49 3.30
H: 3.67 -7.80 3.38
H: 5.05 -5.76 1.55
H: 4.10 -5.37 3.00
H: -0.54 -5.27 2.28
H: -0.58 -7.03 2.05
H: -1.05 -5.94 0.72

Computed properties:
energy	-68660.7109	eV
gap between HOMO and LUMO	7.87	eV
HOMO energy	-12.18	eV
charge	+1

***

[2]
ORCA calculation (ωB97M-V with the def2-TZVPD basis set) on a cluster of 2 separate species, C4H10OS in total.

Atoms and positions in Å:
C: 0.14 3.31 1.28
C: 0.10 1.89 0.78
S: -1.34 1.55 -0.32
H: -0.76 3.63 1.79
H: 0.18 3.95 0.42
H: 1.06 3.61 1.77
H: 1.00 1.64 0.22
H: 0.02 1.13 1.55
H: -0.73 0.83 -1.25
O: -1.13 -4.17 0.06
C: -0.13 -3.55 -0.15
C: 0.13 -2.75 -1.41
H: 0.77 -3.53 0.50
H: 0.11 -3.26 -2.38
H: 1.14 -2.35 -1.35
H: -0.57 -1.93 -1.51

Computed properties:
energy	-17191.9296	eV
gap between HOMO and LUMO	9.88	eV
HOMO energy	-9.15	eV
SMILES string	CC=O.CCS
ΔE to the lowest compared entry with this formula, charge and spin	20.66	kcal/mol

***

[3]
ORCA calculation (ωB97M-V with the def2-TZVPD basis set) on a structure of composition C21H24N2OP2STm.

Atoms and positions in Å:
C: -1.50 3.40 -3.70
C: -1.31 2.10 -3.28
C: 0.01 1.55 -3.30
C: 1.09 2.31 -3.85
C: 0.83 3.66 -4.26
C: -0.44 4.19 -4.19
C: 2.35 1.72 -3.95
C: 2.49 0.33 -3.79
C: 1.38 -0.41 -3.23
C: 1.44 -1.82 -3.15
C: 2.63 -2.46 -3.49
C: 3.75 -1.75 -3.97
C: 3.68 -0.38 -4.13
H: -2.50 3.84 -3.63
H: 1.67 4.22 -4.69
H: -0.63 5.23 -4.47
H: 3.21 2.31 -4.28
H: 2.71 -3.53 -3.35
H: 4.67 -2.28 -4.21
H: 4.50 0.20 -4.56
N: 0.30 0.31 -2.71
Tm: 0.09 0.12 -0.46
C: -2.49 1.30 -2.77
H: -2.54 0.30 -3.25
H: -3.43 1.82 -2.96
C: 0.26 -2.64 -2.68
H: -0.66 -2.33 -3.18
H: 0.42 -3.71 -2.86
P: -2.42 1.04 -0.94
P: 0.02 -2.50 -0.84
C: 1.34 -3.56 -0.18
H: 1.28 -3.53 0.91
H: 1.21 -4.59 -0.55
H: 2.33 -3.17 -0.48
C: -1.51 -3.41 -0.52
H: -1.38 -4.47 -0.79
H: -1.75 -3.32 0.55
H: -2.34 -2.97 -1.09
C: -2.69 2.73 -0.32
H: -3.69 3.07 -0.59
H: -2.57 2.69 0.78
H: -1.91 3.41 -0.71
C: -3.98 0.20 -0.53
H: -4.03 0.07 0.55
H: -4.82 0.80 -0.89
H: -3.96 -0.80 -0.99
C: 2.62 0.38 -0.24
O: 3.05 -0.59 0.34
H: 3.28 1.06 -0.92
S: -1.13 -0.50 1.83
C: 0.12 0.01 2.84
N: 0.93 0.35 3.62

Computed properties:
energy	-86131.3721	eV
gap between HOMO and LUMO (spin up / spin down)	4.84 / 4.84	eV
HOMO energy (spin up / spin down)	-9.71 / -9.70	eV
charge	+1
multiplicity	3
ΔE to the lowest compared entry with this formula, charge and spin	46.49	kcal/mol
expectation value of S²	2.0024

***

[4]
ORCA calculation (ωB97M-V with the def2-TZVPD basis set) on a cluster of 2 separate species, C35H33BF2O4 in total.

Atoms and positions in Å:
C: 6.12 -2.57 -0.57
C: 4.74 -2.49 -0.13
C: 3.98 -3.29 0.69
C: 2.67 -2.71 0.73
C: 2.65 -1.59 -0.08
B: 1.56 -0.81 -1.07
C: 0.41 -1.89 -1.06
C: -0.14 -2.65 -2.05
C: -1.13 -3.51 -1.46
C: -1.12 -3.24 -0.12
C: -1.97 -3.68 0.97
O: -0.19 -2.25 0.14
C: 1.54 0.62 -0.42
C: 1.97 1.10 0.79
C: 1.86 2.53 0.78
C: 1.35 2.86 -0.46
C: 1.01 4.13 -1.07
O: 1.12 1.71 -1.18
C: 2.21 -0.68 -2.51
C: 2.33 0.35 -3.41
C: 3.15 -0.08 -4.50
C: 3.51 -1.37 -4.23
C: 4.30 -2.33 -4.99
O: 2.95 -1.75 -3.02
O: 3.97 -1.44 -0.55
H: 6.57 -3.51 -0.22
H: 6.19 -2.57 -1.66
H: 6.72 -1.75 -0.18
H: 4.32 -4.21 1.16
H: 1.84 -3.16 1.25
H: 0.13 -2.63 -3.11
H: -1.77 -4.23 -1.97
H: -2.92 -4.03 0.55
H: -1.52 -4.54 1.49
H: -2.16 -2.89 1.69
H: 2.33 0.50 1.62
H: 2.12 3.22 1.57
H: 0.63 4.80 -0.29
H: 1.90 4.60 -1.50
H: 0.25 4.00 -1.86
H: 1.90 1.34 -3.33
H: 3.43 0.50 -5.38
H: 4.70 -1.84 -5.88
H: 5.14 -2.73 -4.41
H: 3.67 -3.17 -5.32
C: -1.77 5.96 3.23
C: -1.55 4.57 2.77
C: -2.35 4.06 1.75
F: -3.31 4.89 1.22
C: -2.23 2.78 1.26
C: -1.29 1.88 1.85
C: -1.33 0.50 1.48
C: -2.67 -0.05 1.38
C: -3.71 0.33 2.28
C: -5.01 -0.09 2.07
F: -6.01 0.36 2.89
C: -5.39 -0.94 1.03
C: -6.80 -1.35 0.86
C: -4.37 -1.36 0.16
C: -3.08 -0.86 0.29
C: -0.46 2.39 2.87
C: -0.59 3.70 3.31
H: -1.04 6.21 4.00
H: -1.67 6.68 2.41
H: -2.77 6.10 3.66
H: -2.90 2.43 0.48
H: -0.45 -0.13 1.44
H: -3.50 1.00 3.11
H: -6.88 -2.07 0.04
H: -7.21 -1.82 1.76
H: -7.44 -0.49 0.62
H: -4.58 -2.09 -0.62
H: -2.34 -1.08 -0.47
H: 0.26 1.71 3.33
H: 0.07 4.09 4.09

Computed properties:
energy	-51127.1374	eV
gap between HOMO and LUMO	3.14	eV
HOMO energy	-6.36	eV
ΔE to the lowest compared entry with this formula, charge and spin	0.00	kcal/mol

***

[5]
ORCA calculation (ωB97M-V with the def2-TZVPD basis set) on the molecule C3H3ClS.

Atoms and positions in Å:
C: -0.67 0.21 0.60
C: 0.00 0.43 -0.49
C: 0.64 0.46 -1.62
S: -0.13 -1.94 2.89
Cl: 0.09 0.02 2.23
H: -1.73 0.06 0.65
H: 0.85 1.29 -2.26
H: 0.95 -0.52 -1.99

Computed properties:
energy	-26512.8999	eV
gap between HOMO and LUMO	7.96	eV
HOMO energy	-8.28	eV
ΔE to the lowest compared entry with this formula, charge and spin	70.62	kcal/mol

***

[6]
ORCA calculation (ωB97M-V with the def2-TZVPD basis set) on the molecule C6H13NO4S.

Atoms and positions in Å:
C: -0.84 0.41 1.67
C: 1.27 -1.81 1.20
C: 1.34 -1.33 -1.29
C: -2.54 0.92 -1.26
C: 0.55 -1.24 0.02
C: 0.29 0.21 0.37
N: 1.39 1.01 0.70
O: -1.45 -0.52 2.14
O: -1.04 1.69 1.96
O: -0.73 2.61 -0.45
O: -0.09 1.11 -2.33
S: -0.68 1.26 -1.01
H: 1.11 -1.26 2.15
H: 1.12 -2.87 1.51
H: 2.30 -1.96 0.89
H: 0.74 -1.03 -2.23
H: 2.28 -0.80 -1.26
H: 1.67 -2.37 -1.42
H: -2.99 1.49 -2.07
H: -2.61 -0.27 -1.43
H: -3.03 1.28 -0.30
H: -0.32 -1.89 -0.16
H: 1.97 1.52 0.00
H: 1.35 1.62 1.59
H: -1.04 2.22 0.99

Computed properties:
energy	-26940.9293	eV
gap between HOMO and LUMO (spin up / spin down)	5.42 / 6.19	eV
HOMO energy (spin up / spin down)	-4.99 / -10.12	eV
multiplicity	3
ΔE to the lowest compared entry with this formula, charge and spin	16.80	kcal/mol
expectation value of S²	2.0089

***

[7]
ORCA calculation (ωB97M-V with the def2-TZVPD basis set) on the molecule C4H8O2S.

Atoms and positions in Å:
C: -1.99 -0.52 0.34
C: -0.50 0.61 -1.10
C: 1.42 0.57 0.88
C: 1.95 -0.54 -0.03
H: -1.77 -1.50 -0.09
H: -3.05 -0.46 0.58
H: -1.34 -0.27 1.22
H: -0.01 -0.39 -1.10
H: -0.59 0.97 -2.14
H: 0.78 0.09 1.63
H: 2.20 1.14 1.34
H: 2.03 -1.51 0.48
O: -1.84 0.44 -0.66
O: 2.24 -0.40 -1.19
S: 0.48 1.77 -0.17

Computed properties:
energy	-19206.3551	eV
gap between HOMO and LUMO	9.66	eV
HOMO energy	-9.12	eV
SMILES string	COCSCC=O
ΔE to the lowest compared entry with this formula, charge and spin	47.11	kcal/mol

***

- The highest energy belongs to which entry?
  C4H10OS